[1]
Below is a molecular structure, C21H10BrCl2FeNO8, with properties calculated with ωB97M-V/def2-TZVPD.

Last column: Löwdin spin population.
Positions of all 44 atoms, in Å:
Fe (0.44242, 0.23632, -0.57417)  4.29
O (1.33632, 0.76743, -7.47076)  0.00
C (0.22453, 0.52272, -6.97736)  0.00
O (-0.88933, 0.33757, -7.50020)  0.00
C (0.21913, 0.42426, -5.42583)  0.00
C (-0.96040, 0.15233, -4.74392)  0.00
C (-0.94961, 0.05766, -3.36824)  0.01
N (0.17218, 0.22217, -2.65952)  0.07
C (1.31674, 0.49766, -3.30749)  0.01
C (1.37974, 0.60318, -4.67978)  0.00
C (2.51187, 0.70272, -2.40524)  0.01
O (3.60768, 0.94922, -2.84229)  0.03
O (2.22114, 0.56948, -1.12988)  0.17
H (-1.86549, 0.01755, -5.31998)  0.00
H (-1.84421, -0.16279, -2.80164)  0.00
H (2.31271, 0.82416, -5.17839)  0.00
Cl (-4.44389, 3.02809, 3.91458)  0.00
C (-3.27067, 2.66474, 2.68152)  0.01
C (-2.34159, 3.64862, 2.31604)  0.00
C (-1.40637, 3.39425, 1.34914)  0.01
Cl (-0.26900, 4.61334, 0.90580)  0.00
C (-1.32689, 2.13199, 0.69532)  0.01
O (-0.44809, 1.91780, -0.21539)  0.11
C (-2.28945, 1.16530, 1.08753)  0.01
C (-2.34789, -0.11259, 0.43585)  0.01
O (-1.54953, -0.55506, -0.39301)  0.06
C (-3.25518, 1.44456, 2.07176)  0.00
H (-2.36115, 4.61575, 2.79912)  0.00
H (-3.21229, -0.74271, 0.69604)  0.00
H (-3.97983, 0.68605, 2.34087)  0.00
Br (2.61125, -4.59922, 6.19100)  0.00
C (2.13131, -3.52090, 4.70602)  0.00
C (1.98568, -4.11304, 3.46187)  0.00
C (1.63129, -3.32077, 2.38201)  0.00
C (1.42968, -1.95698, 2.55353)  0.00
C (1.58320, -1.37993, 3.80790)  0.00
C (1.93554, -2.16227, 4.89559)  0.00
C (1.04868, -1.10981, 1.39349)  0.01
O (0.89206, 0.13714, 1.52416)  0.07
O (0.87568, -1.63132, 0.25238)  0.08
H (2.14748, -5.17488, 3.34192)  0.00
H (1.50916, -3.74800, 1.39605)  0.00
H (1.42701, -0.31524, 3.91657)  0.00
H (2.05837, -1.72658, 5.87703)  0.00

## Properties
2S+1: 6
LUMO level (spin up / spin down), Ha: 0.0395 / 0.0261
Frontier orbital gap (spin up / spin down), eV: 6.620 / 6.256
HOMO level (spin up / spin down), Eh: -0.2038 / -0.2038
Charge: -1

[2]
Below is 8 unconnected molecules or ions with the total composition C15H24Cl15F3N2O4, with properties calculated with ωB97M-V/def2-TZVPD.

Last column: natural (NBO) charge in e.
Positions of all 63 atoms, in Å:
C (15.91721, 8.21589, -25.62760)  -0.64
C (15.21366, 8.02347, -24.32418)  -0.08
O (15.94449, 7.21679, -23.42432)  -0.50
C (15.99861, 5.82553, -23.51131)  0.69
O (15.41363, 5.22113, -24.37340)  -0.53
C (17.00024, 5.11909, -22.55085)  0.91
F (16.31488, 4.47974, -21.56939)  -0.31
F (17.74581, 4.27972, -23.17697)  -0.28
F (17.81183, 6.01430, -21.92690)  -0.32
H (16.22222, 7.25830, -26.04960)  0.22
H (16.86243, 8.73066, -25.45531)  0.21
H (15.42602, 8.79862, -26.40686)  0.23
H (14.24842, 7.60454, -24.60864)  0.19
H (15.14825, 8.98695, -23.81868)  0.20
Cl (6.13351, 3.14349, -26.27183)  0.02
C (6.36556, 4.91206, -26.30871)  -0.26
Cl (7.22675, 5.59253, -24.87741)  -0.01
Cl (4.80611, 5.78149, -26.52653)  0.01
H (7.03331, 5.18226, -27.12675)  0.23
Cl (15.35518, 12.65272, -29.02873)  0.02
C (14.35611, 13.88087, -29.80984)  -0.30
Cl (15.15415, 15.44697, -29.78513)  0.02
Cl (12.76371, 13.89970, -29.07418)  0.03
H (14.22160, 13.66898, -30.87054)  0.23
Cl (12.17066, 11.87502, -34.73244)  0.00
C (10.95655, 10.56432, -34.63941)  -0.29
Cl (9.82324, 10.76324, -33.27858)  0.02
Cl (11.81208, 9.05751, -34.61370)  0.04
H (10.33743, 10.60048, -35.53578)  0.23
Cl (11.80895, 4.28800, -30.79384)  0.00
C (12.13781, 4.05846, -29.04036)  -0.23
Cl (13.78644, 3.18699, -29.05425)  -0.03
Cl (10.91112, 3.15308, -28.08951)  0.03
H (12.25779, 5.05008, -28.60401)  0.23
Cl (10.66608, 9.58305, -26.83859)  0.03
C (10.46871, 9.56099, -28.57175)  -0.28
Cl (9.19617, 8.40699, -28.99910)  0.01
Cl (11.97260, 9.08208, -29.41915)  0.00
H (10.08467, 10.52679, -28.90014)  0.24
C (7.47701, 4.17998, -34.50461)  -0.41
N (7.12201, 5.06847, -33.43122)  -0.44
C (7.78535, 6.31970, -33.48690)  -0.42
C (6.22790, 4.73283, -32.45183)  0.53
O (6.14468, 5.39432, -31.41847)  -0.62
H (7.23383, 4.59234, -35.48384)  0.19
H (6.95932, 3.22082, -34.49342)  0.21
H (8.53706, 3.93052, -34.45822)  0.20
H (8.84698, 6.18506, -33.27969)  0.20
H (7.54369, 6.70120, -34.47895)  0.19
H (7.54140, 7.10666, -32.77328)  0.24
H (5.68518, 3.79890, -32.66498)  0.12
C (4.89484, 15.15397, -31.58049)  -0.41
N (5.60181, 13.99525, -31.02455)  -0.42
C (5.04088, 12.69916, -31.40657)  -0.43
C (6.44341, 14.14070, -30.00440)  0.52
O (7.05088, 13.19569, -29.44371)  -0.64
H (5.11339, 15.22185, -32.64620)  0.20
H (5.22194, 16.12355, -31.20497)  0.22
H (3.81432, 15.10208, -31.44683)  0.20
H (5.13014, 12.58816, -32.48723)  0.20
H (5.51827, 11.78939, -31.04254)  0.25
H (3.97240, 12.60218, -31.21409)  0.20
H (6.69899, 15.16932, -29.70636)  0.12

## Properties
LUMO level, Ha: 0.0087
Frontier orbital gap, eV: 9.576
SMILES: CCOC(=O)C(F)(F)F.ClC(Cl)Cl.ClC(Cl)Cl.ClC(Cl)Cl.ClC(Cl)Cl.ClC(Cl)Cl.CN(C)C=O.CN(C)C=O
HOMO level, Eh: -0.3432

no.,DFT total energy (eV)
1,-169289.6961
2,-223101.5732